1.
{"formula": "C4H5NO2", "method": "ωB97M-V/def2-TZVPD", "symbols": ["O", "C", "N", "C", "C", "O", "C", "H", "H", "H", "H", "H"], "positions_angstrom": [[0.9982, 2.3668, -0.1272], [0.5923, 1.2505, 0.0342], [1.3721, 0.0450, -0.0243], [0.4696, -0.9925, -0.5782], [-0.9125, -0.5944, -0.0742], [-0.8285, -0.3392, 1.3172], [-0.8124, 0.7875, 0.4221], [1.2369, -0.0823, 0.9896], [0.7813, -1.9762, -0.2104], [0.5087, -1.0079, -1.6728], [-1.8315, -1.0224, -0.4646], [-1.6116, 1.4945, 0.5866]], "mulliken_charge": [-0.497, 0.071, -0.462, -0.534, -0.066, -0.433, 0.044, 0.369, 0.312, 0.286, 0.441, 0.468], "smiles": "O=C1NC[C@H]2O[C@@H]12", "homo_energy_ha": -0.3664, "de_lowest_kj_mol": 201.4}

=====

2.
{"formula": "C38H40FN6O11SSi", "method": "ωB97M-V/def2-TZVPD", "symbols": ["C", "Si", "C", "C", "C", "C", "S", "C", "C", "C", "O", "F", "N", "H", "H", "H", "H", "H", "H", "H", "H", "H", "H", "H", "H", "H", "H", "H", "C", "C", "C", "C", "C", "C", "N", "O", "O", "H", "H", "H", "H", "H", "C", "C", "C", "C", "C", "C", "N", "O", "O", "H", "H", "H", "H", "H", "C", "C", "C", "C", "C", "C", "N", "O", "O", "H", "H", "H", "H", "H", "C", "C", "C", "C", "C", "C", "N", "O", "O", "H", "H", "H", "H", "H", "C", "C", "C", "C", "C", "C", "N", "O", "O", "H", "H", "H", "H", "H"], "positions_angstrom": [[3.4798, 0.8253, -0.2012], [2.5751, -0.2889, -1.4772], [3.7048, -0.8481, -2.9458], [1.9883, -1.9380, -0.6350], [0.9886, 0.5151, -2.2126], [1.0524, 1.9663, -2.8740], [-0.7520, 2.1087, -3.4161], [-1.2679, 1.0749, -1.9970], [-2.6875, 0.8755, -1.2853], [-3.0625, -0.6894, -1.4973], [-2.9936, -1.1622, -2.6369], [-3.4187, -1.5548, -0.4398], [-0.3054, 0.2994, -1.4474], [3.7878, 0.2717, 0.7614], [4.4299, 1.3275, -0.6177], [2.7495, 1.6683, 0.1019], [4.4249, -1.6437, -2.5246], [4.2607, 0.0233, -3.4367], [3.0663, -1.3814, -3.7270], [2.8850, -2.5747, -0.2732], [1.3109, -1.6073, 0.2453], [1.3098, -2.5240, -1.3512], [0.7822, -0.1518, -3.1407], [1.6282, 1.8592, -3.8509], [1.2570, 2.8832, -2.2326], [-2.5151, 0.9860, -0.1510], [-3.4939, 1.5735, -1.6835], [-0.4330, -0.3386, -0.6470], [-2.9199, 6.0907, 1.4398], [-2.5823, 5.4211, 2.6124], [-1.4603, 4.5991, 2.6464], [-0.6809, 4.4595, 1.4991], [-1.0188, 5.1220, 0.3191], [-2.1432, 5.9388, 0.2939], [0.5148, 3.6155, 1.5368], [0.7703, 3.0350, 2.5796], [1.1954, 3.5412, 0.5192], [-3.7931, 6.7361, 1.4184], [-3.1915, 5.5425, 3.4998], [-1.2079, 4.0841, 3.5647], [-0.4201, 5.0148, -0.5789], [-2.4137, 6.4614, -0.6177], [2.2874, -8.9547, 0.1284], [3.2928, -8.1690, 0.6846], [3.5176, -6.8836, 0.2049], [2.7248, -6.3927, -0.8313], [1.7215, -7.1771, -1.3976], [1.5060, -8.4623, -0.9132], [2.9409, -5.0314, -1.3228], [3.8476, -4.3759, -0.8120], [2.2035, -4.6215, -2.2127], [2.1112, -9.9559, 0.5093], [3.8995, -8.5585, 1.4950], [4.3039, -6.2816, 0.6467], [1.1040, -6.8042, -2.2072], [0.7260, -9.0804, -1.3446], [-3.1033, -0.7445, 7.0052], [-2.0954, 0.0394, 7.5588], [-1.8703, 1.3251, 7.0794], [-2.6652, 1.8179, 6.0462], [-3.6711, 1.0353, 5.4824], [-3.8871, -0.2502, 5.9664], [-2.4482, 3.1801, 5.5555], [-1.5461, 3.8305, 6.0597], [-3.1857, 3.5942, 4.6686], [-3.2799, -1.7459, 7.3859], [-1.4869, -0.3516, 8.3672], [-1.0820, 1.9258, 7.5194], [-4.2905, 1.4100, 4.6751], [-4.6694, -0.8669, 5.5368], [7.2181, -3.4086, -2.8717], [6.1893, -4.1024, -3.5017], [6.3124, -4.4696, -4.8374], [7.4742, -4.1399, -5.5323], [8.5047, -3.4389, -4.9098], [8.3718, -3.0732, -3.5743], [7.6187, -4.5466, -6.9323], [6.6863, -5.1436, -7.4505], [8.6637, -4.2693, -7.5004], [7.1207, -3.1285, -1.8269], [5.2916, -4.3598, -2.9493], [5.5037, -5.0101, -5.3168], [9.4097, -3.1746, -5.4455], [9.1694, -2.5298, -3.0792], [-7.8675, 3.2504, 1.2974], [-6.8580, 4.0296, 1.8553], [-6.6268, 5.3152, 1.3779], [-7.4159, 5.8126, 0.3437], [-8.4229, 5.0356, -0.2245], [-8.6460, 3.7497, 0.2570], [-7.1904, 7.1755, -0.1438], [-6.2840, 7.8200, 0.3667], [-7.9208, 7.5914, -1.0286], [-8.0494, 2.2491, 1.6762], [-6.2528, 3.6353, 2.6653], [-5.8380, 5.9115, 1.8212], [-9.0382, 5.4144, -1.0333], [-9.4295, 3.1371, -0.1761]], "mulliken_charge": [-0.806, 0.210, -0.694, -0.933, -0.338, -0.439, -0.015, 0.259, -0.530, 0.569, -0.418, -0.229, 0.042, 0.333, 0.324, 0.101, -0.014, 0.350, 0.305, 0.215, 0.316, 0.309, 0.307, 0.455, 0.299, 0.290, 0.385, 0.323, -0.491, -0.437, -0.345, -0.113, -0.136, -0.783, 1.040, -0.602, -0.633, 0.573, 0.516, 0.486, 0.486, 0.445, -0.412, -0.556, -0.187, 0.129, -0.325, -0.505, 1.130, -0.610, -0.606, 0.382, 0.377, 0.423, 0.434, 0.376, -0.396, -0.473, -0.397, 0.136, -0.169, -0.553, 0.945, -0.581, -0.545, 0.381, 0.384, 0.438, 0.435, 0.383, -0.481, 0.000, -0.436, -0.071, -0.415, -0.477, 1.003, -0.596, -0.593, 0.426, 0.346, 0.446, 0.453, 0.382, -0.492, -0.503, -0.174, -0.037, -0.398, -0.408, 1.011, -0.600, -0.589, 0.397, 0.525, 0.422, 0.448, 0.389], "homo_energy_ha": -0.4231, "charge": 1}

=====

3.
{"formula": "C9H11Br2N2O", "method": "ωB97M-V/def2-TZVPD", "symbols": ["C", "C", "C", "C", "C", "C", "C", "C", "C", "N", "N", "O", "Br", "Br", "H", "H", "H", "H", "H", "H", "H", "H", "H", "H", "H"], "positions_angstrom": [[-1.0100, -3.6546, 0.4321], [-0.6860, -2.9411, 1.5795], [-1.2407, -2.9561, -0.7476], [-0.5961, -1.5668, 1.5180], [-1.1298, -1.5824, -0.7535], [0.9353, 2.4431, -0.1511], [2.1732, 2.9003, -0.9133], [0.6860, 0.9522, -0.3151], [-0.6676, 0.5300, 0.3105], [-1.7506, 1.0271, -0.5736], [-0.8148, -0.9146, 0.3668], [-1.9883, 2.2023, -0.5172], [2.4218, 4.8325, -0.6756], [2.1485, -0.0937, 0.5583], [-1.0825, -4.7309, 0.4570], [-0.5016, -3.4434, 2.5157], [-1.4999, -3.4719, -1.6586], [-0.3443, -0.9801, 2.3891], [-1.3138, -0.9921, -1.6385], [0.0647, 2.9953, -0.5247], [1.0521, 2.6885, 0.9077], [3.0786, 2.4239, -0.5375], [2.0800, 2.7273, -1.9851], [0.7172, 0.6565, -1.3672], [-0.7314, 0.9487, 1.3239]], "mulliken_charge": [-0.083, -0.818, -0.932, 0.242, 0.346, -0.659, -0.757, -0.453, -0.519, 0.049, 0.300, -0.315, -0.136, -0.023, 0.434, 0.420, 0.404, 0.406, 0.430, 0.480, 0.378, 0.432, 0.426, 0.492, 0.456], "smiles": "O=N[C@H]([C@H](Br)CCBr)[n+]1ccccc1", "homo_energy_ha": -0.4686, "charge": 1, "de_lowest_kj_mol": 0.0}

=====

4.
{"formula": "C5H8N2O", "method": "ωB97M-V/def2-TZVPD", "symbols": ["C", "C", "C", "C", "C", "H", "H", "H", "H", "H", "H", "H", "H", "N", "N", "O"], "positions_angstrom": [[0.0156, 1.8014, -0.3870], [1.0922, -0.0951, 0.5072], [-0.1197, -0.4955, -0.1168], [-0.6080, -1.7286, -0.8016], [-0.9812, -1.6389, 0.6098], [-0.0294, 3.7769, -0.7861], [1.5880, 1.8880, 0.5471], [1.7463, -0.3238, -0.2914], [1.2063, -0.4715, 1.5618], [-1.4173, -1.6506, -1.5564], [0.2642, -2.3824, -1.1972], [-0.3047, -2.1462, 1.5088], [-2.0196, -1.3795, 1.0819], [-0.5773, 2.8222, -0.7660], [0.7920, 1.3634, 0.7733], [-0.6473, 0.6602, -0.6873]], "mulliken_charge": [0.349, -0.505, 0.810, -0.616, -0.672, 0.252, 0.282, 0.323, 0.353, 0.212, 0.184, 0.201, 0.244, -0.575, -0.403, -0.438], "smiles": "[H]/N=C1\\NCC2(CC2)O1", "homo_energy_ha": -0.3203, "de_lowest_kj_mol": 426.0}

=====

5.
{"formula": "C55H53GeLaN6O4P2S2Te", "method": "ωB97M-V/def2-TZVPD", "symbols": ["La", "Te", "C", "C", "C", "N", "C", "C", "C", "P", "C", "C", "C", "C", "C", "C", "C", "C", "C", "C", "C", "C", "P", "C", "C", "C", "C", "C", "C", "C", "C", "C", "C", "C", "C", "H", "H", "H", "H", "H", "H", "H", "H", "H", "H", "H", "H", "H", "H", "H", "H", "H", "H", "H", "H", "H", "H", "H", "H", "C", "C", "N", "N", "C", "S", "N", "N", "H", "H", "H", "H", "H", "H", "O", "H", "H", "O", "H", "H", "O", "C", "O", "C", "C", "Ge", "C", "C", "C", "C", "C", "C", "C", "C", "C", "C", "C", "C", "C", "C", "C", "C", "C", "C", "H", "H", "H", "H", "H", "H", "H", "H", "H", "H", "H", "H", "H", "H", "H", "H", "H", "H", "H", "S", "C", "N"], "positions_angstrom": [[0.0542, -0.0203, 0.5783], [4.6458, -2.1031, -0.9638], [6.6154, -1.4505, -0.5194], [7.6533, -1.7150, -1.4087], [8.9195, -1.2248, -1.1286], [9.2130, -0.5158, -0.0391], [8.2164, -0.2870, 0.8158], [6.9155, -0.7252, 0.6236], [3.7009, -0.7324, 0.3666], [2.8522, 0.6975, -0.3803], [2.5428, 0.4564, -2.1743], [1.9861, -0.7436, -2.6135], [1.6488, -0.9220, -3.9457], [1.8246, 0.1144, -4.8512], [2.3358, 1.3281, -4.4161], [2.6972, 1.4986, -3.0864], [4.2469, 1.8994, -0.4183], [5.3117, 1.7230, -1.3019], [6.4399, 2.5224, -1.2109], [6.5285, 3.4995, -0.2283], [5.4738, 3.6876, 0.6524], [4.3339, 2.8973, 0.5511], [2.4169, -1.4703, 1.3993], [3.0617, -3.1172, 1.8505], [2.3848, -4.2776, 1.4974], [2.9468, -5.5202, 1.7640], [4.1846, -5.6007, 2.3816], [4.8602, -4.4408, 2.7459], [4.3020, -3.2022, 2.4821], [2.6664, -0.6340, 3.0376], [1.9882, -1.1394, 4.1517], [2.1204, -0.5343, 5.3917], [2.9172, 0.5992, 5.5290], [3.5863, 1.1094, 4.4279], [3.4663, 0.4901, 3.1876], [7.4716, -2.2810, -2.3159], [9.7406, -1.3999, -1.8171], [8.4758, 0.2872, 1.7002], [6.1336, -0.4891, 1.3376], [1.8116, -1.5512, -1.9114], [1.2527, -1.8757, -4.2739], [1.5564, -0.0214, -5.8920], [2.4488, 2.1508, -5.1113], [3.0995, 2.4459, -2.7514], [5.2598, 0.9468, -2.0562], [7.2653, 2.3684, -1.8959], [7.4194, 4.1104, -0.1485], [5.5405, 4.4415, 1.4285], [3.5084, 3.0441, 1.2353], [1.4206, -4.2009, 1.0077], [2.4210, -6.4263, 1.4890], [4.6280, -6.5690, 2.5779], [5.8248, -4.5071, 3.2339], [4.8226, -2.2908, 2.7520], [1.3706, -2.0268, 4.0378], [1.6051, -0.9414, 6.2540], [3.0163, 1.0770, 6.4961], [4.2080, 1.9910, 4.5302], [4.0094, 0.8650, 2.3290], [-2.8128, 5.0286, -0.1912], [-1.5060, 4.7908, 0.4577], [-0.5614, 5.6504, 0.6229], [0.4503, 4.9443, 1.2162], [0.1605, 3.6560, 1.4130], [1.0876, 2.4805, 2.1616], [-1.1095, 3.5512, 0.9393], [-1.7993, 2.3506, 0.9307], [-3.0149, 6.0964, -0.2181], [-3.6123, 4.5107, 0.3373], [-2.7746, 4.6577, -1.2181], [1.3408, 5.3756, 1.3863], [-2.3040, 2.2374, 0.0589], [-2.4566, 2.2964, 1.7009], [-0.6958, 0.2592, 3.2799], [-0.7433, -0.6420, 3.6212], [-0.0691, 0.7350, 3.8393], [-0.3059, -2.2832, -0.8774], [-0.9061, -2.1886, -1.6315], [-0.7329, -2.8892, -0.2610], [-1.2367, -1.8846, 1.7603], [-2.3526, -1.4145, 1.3981], [-2.4339, -0.4353, 0.5992], [-3.6248, -2.0092, 1.9702], [-4.7938, -2.1953, 0.9881], [-5.0419, -0.9184, -0.5097], [-5.3346, 0.9607, -0.0294], [-5.7984, 1.8456, -1.0055], [-6.1980, 3.1326, -0.6698], [-6.1521, 3.5513, 0.6540], [-5.6744, 2.6901, 1.6329], [-5.2650, 1.4070, 1.2893], [-6.8357, -1.4922, -1.1581], [-7.9796, -0.7171, -0.9615], [-9.2286, -1.1548, -1.3848], [-9.3596, -2.3843, -2.0133], [-8.2353, -3.1738, -2.2129], [-6.9911, -2.7294, -1.7883], [-3.8734, -1.1866, -2.0636], [-3.3987, -0.1133, -2.8129], [-2.6951, -0.3200, -3.9923], [-2.4668, -1.6107, -4.4482], [-2.8961, -2.6947, -3.6928], [-3.5841, -2.4806, -2.5033], [-3.9239, -1.3043, 2.7533], [-3.3576, -2.9497, 2.4491], [-5.7324, -2.1777, 1.5425], [-4.7305, -3.1813, 0.5200], [-5.8840, 1.5125, -2.0347], [-6.5683, 3.8006, -1.4379], [-6.4961, 4.5424, 0.9230], [-5.6413, 3.0109, 2.6675], [-4.9058, 0.7354, 2.0635], [-7.8951, 0.2440, -0.4668], [-10.1025, -0.5337, -1.2275], [-10.3309, -2.7266, -2.3478], [-8.3274, -4.1353, -2.7038], [-6.1246, -3.3594, -1.9552], [-3.5868, 0.9029, -2.4831], [-2.3325, 0.5271, -4.5627], [-1.9610, -1.7692, -5.3920], [-2.7064, -3.7050, -4.0353], [-3.9113, -3.3370, -1.9220], [-0.4519, 3.6772, -2.7518], [-0.3129, 2.3179, -1.9147], [-0.2704, 1.3242, -1.2806]], "mulliken_charge": [1.434, 0.432, 0.163, -0.465, -0.356, -0.665, -0.442, 0.291, -1.104, 0.121, 0.730, -0.551, -1.043, -0.681, -0.767, -0.761, 0.550, -0.397, -0.799, -0.673, -0.713, -0.119, 2.204, -0.114, -0.223, -0.511, -0.605, -0.678, -0.413, 0.877, -1.338, -0.530, -0.761, -0.552, -0.602, 0.339, 0.363, 0.386, 0.172, 0.383, 0.515, 0.401, 0.448, 0.541, 0.435, 0.402, 0.376, 0.459, 0.061, 0.297, 0.426, 0.368, 0.422, 0.201, 0.553, 0.435, 0.382, 0.505, 0.456, -0.760, 0.894, -0.972, 0.362, -0.188, -0.248, 0.314, -0.626, 0.417, -0.016, 0.214, 0.185, 0.078, 0.340, -0.553, 0.287, 0.267, -0.430, -0.011, 0.219, -0.794, 0.980, 0.328, -1.359, -1.068, 1.727, 0.259, -0.129, -0.742, -0.805, -0.330, -0.712, 0.064, -0.127, -0.752, -0.532, -0.818, -0.298, 1.088, -0.286, -0.587, -0.575, -0.963, -0.757, 0.338, 0.402, 0.381, 0.493, 0.469, 0.448, 0.367, 0.409, 0.192, 0.296, 0.403, 0.377, 0.411, 0.162, 0.216, 0.428, 0.416, 0.402, 0.337, -0.404, 0.157, 0.453], "homo_energy_ha": -0.2479, "de_lowest_kj_mol": 8.6}